1.
Density functional theory data (the ωB97M-V functional and the def2-TZVPD basis) for one molecule with the formula C7H10N2.

Structure (ORCA input):
```
! RIJCOSX wB97M-V def2-TZVPD def2/J DEFGRID3
* xyz 0 1
C 2.23 -0.83 -0.64
C 2.06 0.39 -1.44
C -1.08 -0.42 -0.13
C -0.52 0.53 0.88
C 0.31 -0.03 -0.25
C -2.10 0.10 -1.14
C -0.10 0.13 2.28
N 1.21 -1.02 0.14
N 0.91 0.83 -1.25
H 3.07 -1.56 -0.73
H 2.77 0.97 -2.04
H -1.25 -1.35 0.38
H -0.66 1.54 0.69
H -1.84 -0.42 -2.02
H -1.93 1.14 -1.42
H -3.17 -0.11 -0.91
H -0.93 -0.36 2.73
H 0.26 1.05 2.69
H 0.75 -0.57 2.18
*
```

Calculated values
Gap between HOMO and LUMO   10.342 eV
HOMO energy   -9.78 eV
Structure (SMILES)   C[C@@H]1[C@@H](C)C12N=CC=N2
Energy above the lowest of the compared OMol25 structures with the same formula, charge and spin   226.37 kJ/mol

Atom charges from the natural (NBO) analysis, given in e for atoms 1 to 8: 0.00 -0.01 -0.19 -0.17 0.15 -0.61 -0.62 -0.37

---

2.
Density functional theory data (the ωB97M-V functional and the def2-TZVPD basis) for one molecule with the formula C7H10.

Structure (ORCA input):
```
! RIJCOSX wB97M-V def2-TZVPD def2/J DEFGRID3
* xyz 0 1
C 0.77 -1.11 -0.53
C -2.35 -0.45 0.76
C 2.67 0.23 0.77
C 0.55 0.28 -0.93
C 1.67 -0.12 0.03
C -1.91 0.34 -0.19
C -0.53 1.03 -0.24
H -0.09 -1.46 0.05
H 0.96 -1.79 -1.37
H -3.26 -1.13 0.53
H -1.77 -0.48 1.70
H 3.19 -0.47 1.47
H 2.87 1.22 0.90
H 0.82 0.38 -2.00
H -0.75 2.02 -0.63
H -0.27 1.15 0.80
H -2.58 0.37 -1.10
*
```

Calculated values
Gap between HOMO and LUMO   10.808 eV
HOMO energy   -9.67 eV
Structure (SMILES)   C=CC[C@@H]1CC1=C
Energy above the lowest of the compared OMol25 structures with the same formula, charge and spin   336.31 kJ/mol

Atom charges from the natural (NBO) analysis, given in e for atoms 1 to 8: -0.46 -0.43 -0.39 -0.26 0.04 -0.16 -0.45 0.23

---

3.
Density functional theory data (the ωB97M-V functional and the def2-TZVPD basis) for one molecule with the formula C9H17O2PS.

Structure (ORCA input):
```
! RIJCOSX wB97M-V def2-TZVPD def2/J DEFGRID3
* xyz 0 1
C -0.71 -0.32 -1.31
C -1.91 0.29 -1.34
C -0.15 -0.90 -0.03
C -2.56 0.64 0.02
C 0.60 0.06 0.88
C 0.21 -0.70 -2.52
C -2.31 0.98 -2.58
C 2.46 0.16 2.88
C 0.45 -1.97 3.04
O 2.38 -2.02 1.09
O -2.58 1.89 2.11
P 1.54 -1.10 1.88
S -2.18 2.07 0.74
H -1.02 -1.25 0.54
H 0.46 -1.68 -0.27
H -2.92 -0.14 0.57
H -0.01 0.64 1.46
H 1.13 0.77 0.08
H 1.17 -0.76 -2.07
H 0.42 0.00 -3.31
H -0.10 -1.62 -3.05
H -3.06 0.28 -2.95
H -1.54 0.84 -3.37
H -2.60 2.03 -2.55
H 1.80 0.98 3.34
H 2.83 -0.41 3.80
H 3.12 0.89 2.32
H 1.08 -2.87 3.36
H -0.12 -1.28 3.64
H -0.38 -2.42 2.39
*
```

Calculated values
Gap between HOMO and LUMO   8.362 eV
HOMO energy   -8.81 eV
Energy above the lowest of the compared OMol25 structures with the same formula, charge and spin   274.00 kJ/mol

Atom charges from the natural (NBO) analysis, given in e for atoms 1 to 8: 0.07 -0.07 -0.46 -0.49 -0.79 -0.66 -0.65 -1.04

---

4.
Density functional theory data (the ωB97M-V functional and the def2-TZVPD basis) for a 2-piece molecular cluster, C4H12NOS overall.

Structure (ORCA input):
```
! RIJCOSX wB97M-V def2-TZVPD def2/J DEFGRID3
* xyz -1 1
C 1.22 -1.40 0.07
N 0.44 -0.28 0.64
C -0.77 -0.20 -0.14
C -1.41 1.15 -0.32
S -0.32 2.56 -0.74
C 1.93 -1.05 -1.27
H 2.09 -1.66 0.71
H 0.72 -2.34 -0.03
H 0.81 0.70 0.49
H -1.47 -0.96 0.23
H -0.67 -0.60 -1.18
H -2.03 1.43 0.56
H -2.03 0.84 -1.12
H 2.55 -0.03 -1.06
H 2.56 -1.95 -1.72
H 1.20 -0.65 -1.97
H -0.13 -1.87 2.59
H -1.28 -2.24 1.49
O -0.75 -2.59 2.30
*
```

Calculated values
Gap between HOMO and LUMO   6.425 eV
HOMO energy   -2.74 eV
Energy above the lowest of the compared OMol25 structures with the same formula, charge and spin   146.87 kJ/mol

Atom charges from the natural (NBO) analysis, given in e for atoms 1 to 8: -0.22 -0.69 -0.20 -0.53 -0.70 -0.64 0.17 0.19

---

5.
Density functional theory data (the ωB97M-V functional and the def2-TZVPD basis) for a 5-piece molecular cluster, C40H86BBrF9N5O2P overall.

Structure (ORCA input):
```
! RIJCOSX wB97M-V def2-TZVPD def2/J DEFGRID3
* xyz 1 1
C -0.54 -1.06 5.28
C 0.18 -2.32 4.80
N 1.63 -2.22 4.59
C 2.01 -1.28 3.56
C 3.41 -0.71 3.72
P 3.75 0.48 2.39
C 2.98 2.04 2.94
C 3.59 3.31 2.41
C 3.21 4.51 3.25
F 3.56 4.29 4.53
F 3.96 5.54 2.79
C 1.76 5.00 3.16
F 0.92 4.08 3.65
F 1.48 5.14 1.85
C 1.49 6.37 3.85
F 2.08 7.37 3.18
F 0.15 6.55 3.78
C 1.85 6.46 5.35
F 3.16 6.74 5.50
F 1.14 7.46 5.88
F 1.56 5.33 5.99
C 3.14 -0.16 0.80
C 1.76 0.26 0.33
C 1.75 1.61 -0.39
Br 1.11 -1.14 -0.85
B 5.69 0.62 2.12
C 6.27 1.45 0.94
O 6.55 -0.04 2.93
C 2.39 -2.13 5.80
C 2.19 -0.98 6.74
O 3.22 -2.98 6.06
H -0.06 -0.14 4.98
H -0.65 -1.03 6.34
H -1.53 -1.04 4.85
H -0.25 -2.63 3.86
H 0.04 -3.09 5.53
H 1.31 -0.46 3.42
H 2.02 -1.82 2.62
H 4.18 -1.46 3.71
H 3.51 -0.12 4.62
H 1.94 1.98 2.68
H 3.00 1.99 4.02
H 3.34 3.48 1.38
H 4.66 3.30 2.48
H 3.15 -1.23 0.86
H 3.86 0.11 0.05
H 1.04 0.31 1.13
H 1.12 2.32 0.11
H 1.37 1.49 -1.38
H 2.75 2.01 -0.46
H 6.32 0.85 0.04
H 5.69 2.32 0.69
H 7.27 1.75 1.19
H 6.71 0.43 3.76
H 1.34 -1.15 7.38
H 1.96 -0.06 6.21
H 3.06 -0.81 7.33
C -2.88 0.04 -7.05
C -2.49 -0.56 -5.71
N -1.88 0.38 -4.79
C -1.27 -0.25 -3.64
C -2.18 -1.00 -2.66
C -2.66 1.58 -4.53
C -4.08 1.39 -3.97
H -2.02 0.52 -7.53
H -3.24 -0.74 -7.71
H -3.67 0.78 -6.95
H -1.76 -1.35 -5.91
H -3.37 -1.06 -5.27
H -0.70 0.51 -3.10
H -0.53 -0.96 -4.02
H -2.75 -0.31 -2.02
H -1.58 -1.61 -1.99
H -2.89 -1.66 -3.16
H -2.75 2.14 -5.47
H -2.09 2.23 -3.87
H -4.62 0.59 -4.47
H -4.65 2.30 -4.10
H -4.07 1.18 -2.90
C -2.61 5.64 1.89
C -3.69 6.71 2.02
N -5.02 6.22 1.79
C -6.01 7.28 1.65
C -6.29 8.18 2.86
C -5.42 5.09 2.60
C -5.38 5.24 4.13
H -2.66 5.15 0.91
H -1.63 6.10 1.99
H -2.70 4.88 2.66
H -3.48 7.49 1.28
H -3.58 7.19 3.01
H -6.95 6.83 1.32
H -5.68 7.91 0.82
H -6.88 7.68 3.62
H -6.85 9.06 2.54
H -5.37 8.54 3.33
H -4.79 4.24 2.34
H -6.43 4.79 2.30
H -4.47 5.74 4.47
H -5.40 4.26 4.60
H -6.24 5.80 4.51
C -5.37 -3.23 -6.74
C -4.17 -4.14 -6.86
N -4.29 -5.37 -6.11
C -3.05 -6.11 -6.01
C -2.42 -6.67 -7.30
C -5.47 -6.16 -6.40
C -5.70 -6.63 -7.84
H -5.59 -3.00 -5.69
H -5.18 -2.29 -7.25
H -6.27 -3.66 -7.19
H -3.30 -3.60 -6.47
H -3.97 -4.32 -7.93
H -3.19 -6.93 -5.30
H -2.31 -5.44 -5.54
H -2.95 -7.55 -7.66
H -1.39 -6.98 -7.10
H -2.39 -5.93 -8.10
H -6.35 -5.58 -6.09
H -5.47 -7.03 -5.73
H -5.50 -5.84 -8.57
H -6.74 -6.93 -7.97
H -5.09 -7.49 -8.10
C 6.96 -2.73 0.10
C 6.15 -3.58 1.06
N 4.84 -3.92 0.55
C 3.96 -4.49 1.56
C 4.33 -5.85 2.17
C 4.81 -4.56 -0.75
C 5.58 -5.88 -0.92
H 6.40 -1.83 -0.16
H 7.89 -2.42 0.58
H 7.24 -3.24 -0.82
H 6.01 -3.02 1.99
H 6.75 -4.47 1.33
H 2.95 -4.56 1.14
H 3.89 -3.77 2.38
H 4.14 -6.67 1.48
H 3.73 -6.03 3.06
H 5.38 -5.89 2.47
H 5.20 -3.85 -1.49
H 3.77 -4.71 -1.04
H 6.56 -5.85 -0.45
H 5.73 -6.08 -1.98
H 5.03 -6.72 -0.51
*
```

Calculated values
Gap between HOMO and LUMO   5.345 eV
HOMO energy   -9.23 eV

Atom charges from the Mulliken analysis, given in e for atoms 1 to 8: -0.99 -0.65 0.33 -0.90 -0.86 0.51 -1.33 -1.12

---

6.
Density functional theory data (the ωB97M-V functional and the def2-TZVPD basis) for one molecule with the formula C5H9N3.

Structure (ORCA input):
```
! RIJCOSX wB97M-V def2-TZVPD def2/J DEFGRID3
* xyz 0 1
C -1.15 1.30 -0.76
C -0.34 0.89 0.44
C -0.16 -1.59 -0.47
N 2.12 0.93 0.60
C 0.99 -0.96 -0.37
C -1.13 -2.44 -0.69
N 0.94 0.27 0.22
N -0.68 1.37 1.60
H 1.91 1.68 1.26
H 2.76 0.30 1.06
H -0.02 1.04 2.30
H 1.96 -1.42 -0.49
H -2.00 0.62 -0.88
H -1.55 2.31 -0.62
H -0.55 1.29 -1.67
H -2.16 -2.11 -0.66
H -0.93 -3.49 -0.88
*
```

Calculated values
Gap between HOMO and LUMO (alpha / beta)   7.035 / 7.499 eV
HOMO energy (alpha / beta)   -6.75 / -7.50 eV
Structure (SMILES)   [H]/N=C(/C)N(N)C=C=C
Energy above the lowest of the compared OMol25 structures with the same formula, charge and spin   546.77 kJ/mol

Atom charges from the natural (NBO) analysis, given in e for atoms 1 to 8: -0.67 0.44 -0.01 -0.64 -0.11 -0.47 -0.25 -0.65